19
Properties=species:S:1:pos:R:3:forces:R:3 method="wB97M-V/def2-TZVPD" charge=0 smiles=NC[C@H](N)CO.O lumo_ev=0.58 multiplicity=1 homo_energy_ev=-8.86
H -0.6710 0.6471 -0.8791 -0.3 -0.2 0.1
C -0.1822 0.3067 0.0453 -0.5 0.3 0.5
H 1.9097 -1.6995 -1.7135 -0.3 -0.5 0.0
H 1.5027 -2.0400 0.5047 -0.1 -0.1 0.5
C 1.1595 -0.2602 -0.3878 0.4 -0.5 -0.7
H -0.2189 -2.6470 -2.3721 0.0 0.0 -0.2
O -0.0066 1.4314 0.8883 1.3 0.5 0.1
H 1.0672 -0.5228 -2.6192 -0.3 0.4 0.3
H -1.0218 -1.3579 -1.7498 -0.4 0.0 -0.2
H -3.5205 2.7559 2.5140 0.2 0.2 0.1
H -2.3059 3.6460 2.9245 -0.4 -0.7 -0.1
N -0.2097 -1.9401 -1.6567 0.5 -0.2 0.6
N 1.9204 -1.1201 0.5293 -0.4 0.5 -0.2
H -0.7763 1.7275 1.3762 -0.5 -0.4 -0.1
O -2.5961 2.7233 2.7915 0.3 0.5 0.0
H 1.9265 -0.7193 1.4561 -0.1 -0.3 0.2
C 0.9894 -1.1139 -1.6958 0.8 0.8 0.1
H 1.8051 0.6069 -0.5602 -0.1 0.0 -0.4
H -0.7714 -0.4241 0.6044 -0.1 -0.3 -0.5